F4H22N2Na4O19S4 | ωB97M-V with the def2-TZVPD basis set

Highest occupied orbital energy (alpha / beta) (eV): -6.95 / -11.95
2S+1: 2
Gap between HOMO and LUMO (alpha / beta) (eV): 3.50 / 8.31
Total charge: +1

Geometry (Å):
1 Na -3.8299 -0.0445 2.2710
2 Na 0.9514 -2.1374 -2.5804
3 Na 0.4478 -3.4983 0.3538
4 Na 1.1431 0.1773 4.0854
5 N 0.4374 2.4863 4.0450
6 S -1.2060 2.4798 4.2530
7 O -1.9784 1.3783 3.6300
8 O -1.8784 3.7600 4.5175
9 F -1.2019 1.9943 5.8009
10 S 0.1253 3.2912 2.7362
11 O 0.0345 4.7717 2.8845
12 O -0.4534 2.7001 1.5140
13 F 1.6961 3.2853 2.2829
14 N 0.4529 -1.1350 -0.3392
15 S -1.0301 -0.3873 -0.1107
16 O -1.2807 0.8655 -0.8248
17 O -1.5732 -0.5724 1.2349
18 F -1.8146 -1.4368 -0.9464
19 S 1.2763 -0.0309 0.2589
20 O 1.1140 0.1576 1.6780
21 O 1.3661 1.1627 -0.5775
22 F 2.7408 -0.6755 0.1237
23 O -4.3386 -1.7270 0.4810
24 H -3.7303 -2.3801 0.8269
25 H -5.2016 -2.1312 0.5714
26 O -0.4030 -4.1700 -1.8875
27 H -0.1652 -4.9641 -2.3661
28 H -1.3355 -4.2738 -1.6984
29 O 5.4822 -1.7385 -0.6283
30 H 6.0402 -2.4381 -0.9679
31 H 4.7769 -2.1953 -0.1699
32 O 1.1977 0.6437 -3.2270
33 H 0.6837 0.9332 -2.4732
34 H 1.9101 1.2798 -3.2902
35 O 3.0453 2.4807 -2.7055
36 H 3.1624 2.4461 -1.7561
37 H 3.8714 2.8332 -3.0365
38 O 3.4660 -1.5383 -2.5873
39 H 4.0197 -1.1077 -1.9360
40 H 4.0572 -2.1321 -3.0500
41 O -1.3622 3.4928 -1.5970
42 H -1.6570 2.7470 -2.1196
43 H -0.9877 3.1003 -0.8084
44 O 2.8397 -3.7387 -0.2695
45 H 3.3789 -3.4166 0.4528
46 H 3.3815 -4.4027 -0.6959
47 O -4.3278 1.8324 -0.8767
48 H -3.7073 2.1800 -1.5172
49 H -4.0430 2.2025 -0.0412
50 O -2.4277 1.5784 -3.3886
51 H -2.1495 1.3487 -4.2752
52 H -2.7661 0.7607 -3.0239
53 O -2.9685 -1.7624 3.7449
54 H -2.9835 -2.0111 4.6691
55 H -2.2973 -2.3235 3.3563

Cl2HN3 | ωB97M-V with the def2-TZVPD basis set

Highest occupied orbital energy (alpha / beta) (eV): -9.83 / -9.51
Relative energy (zero: lowest compared OMol25 entry of this formula, charge and spin) (kcal/mol): 28.3
Gap between HOMO and LUMO (alpha / beta) (eV): 8.16 / 8.39

Geometry (Å):
1 N -0.2061 1.6186 -0.9872
2 N -0.1437 -1.0566 0.2780
3 N 0.2949 0.7969 -0.3781
4 Cl -1.5653 -1.4524 -0.5864
5 Cl 1.8724 0.7417 0.4244
6 H -0.2522 -0.6482 1.2493

C5H5N | ωB97M-V with the def2-TZVPD basis set

Highest occupied orbital energy (eV): -8.36
SMILES: c1ccncc1
Relative energy (zero: lowest compared OMol25 entry of this formula, charge and spin) (kcal/mol): 52.3
Gap between HOMO and LUMO (eV): 8.67

Geometry (Å):
1 C 0.1925 0.0352 -1.1800
2 C 0.4229 1.1956 -0.4648
3 C -0.0201 1.0460 0.8669
4 N 0.2250 -0.0439 1.5877
5 C 0.0253 -1.1597 0.8937
6 C -0.3687 -1.0292 -0.4387
7 H 0.4112 -0.0950 -2.2472
8 H 0.7930 2.1574 -0.8334
9 H -0.7457 1.7223 1.3002
10 H 0.1445 -2.1301 1.3837
11 H -1.0793 -1.7039 -0.8737

What did the third record say?
C5H5N | ωB97M-V with the def2-TZVPD basis set

Highest occupied orbital energy (eV): -8.36
SMILES: c1ccncc1
Relative energy (zero: lowest compared OMol25 entry of this formula, charge and spin) (kcal/mol): 52.3
Gap between HOMO and LUMO (eV): 8.67

Geometry (Å):
1 C 0.1925 0.0352 -1.1800
2 C 0.4229 1.1956 -0.4648
3 C -0.0201 1.0460 0.8669
4 N 0.2250 -0.0439 1.5877
5 C 0.0253 -1.1597 0.8937
6 C -0.3687 -1.0292 -0.4387
7 H 0.4112 -0.0950 -2.2472
8 H 0.7930 2.1574 -0.8334
9 H -0.7457 1.7223 1.3002
10 H 0.1445 -2.1301 1.3837
11 H -1.0793 -1.7039 -0.8737